[1]
A single C24H22N2O3 molecule, computed with ωB97M-V/def2-TZVPD.

Computed properties:
- structure (SMILES) = Cc1[nH]c(/C=C2\C(=O)Nc3cc(-c4ccccc4)ccc32)c(C)c1CCC(=O)O
- E_HOMO (eV) = -7.08
- lowest unoccupied orbital energy (eV) = -0.25
- ΔE to the lowest compared entry with this formula, charge and spin (kcal per mole) = 0.00
- F_max (eV/A) = 0.7

Structure (XYZ):
```
51
Properties=species:S:1:pos:R:3:nbo_charge:R:1
C -4.78672 -2.85277 0.15056 -0.65
C -4.01766 -1.59765 0.34703 0.22
N -2.68353 -1.55707 0.24486 -0.48
C -2.23076 -0.28729 0.49893 0.02
C -0.88057 0.09311 0.47726 -0.05
C 0.24145 -0.64582 0.20656 -0.24
C 0.37291 -2.06081 -0.16710 0.66
O -0.47701 -2.93904 -0.31030 -0.66
N 1.70690 -2.29514 -0.36509 -0.60
C 2.46330 -1.15945 -0.15139 0.24
C 3.82428 -0.98286 -0.25577 -0.27
C 4.34644 0.28175 0.02144 -0.05
C 5.79238 0.52171 -0.08142 0.04
C 6.45587 1.26214 0.89474 -0.23
C 7.81598 1.48852 0.80236 -0.20
C 8.53522 0.98424 -0.26874 -0.22
C 7.88329 0.25057 -1.24595 -0.19
C 6.52398 0.01637 -1.15320 -0.24
C 3.48858 1.31763 0.39534 -0.23
C 2.12095 1.13366 0.49537 -0.18
C 1.59091 -0.11640 0.21423 -0.08
C -3.36025 0.51185 0.77596 0.02
C -3.32671 1.96026 1.11662 -0.66
C -4.47972 -0.32036 0.68188 -0.13
C -5.92041 0.02673 0.88708 -0.42
C -6.62876 0.36298 -0.43516 -0.51
C -6.39092 1.79294 -0.84700 0.80
O -6.29090 2.72979 -0.10027 -0.61
O -6.33094 1.92953 -2.17800 -0.68
H -5.49999 -2.74700 -0.66482 0.22
H -5.34427 -3.10475 1.05235 0.23
H -4.11140 -3.67212 -0.08105 0.23
H -2.03544 -2.31823 0.01100 0.46
H -0.70759 1.13679 0.70819 0.21
H 2.07067 -3.19150 -0.64495 0.42
H 4.47472 -1.80141 -0.52690 0.22
H 5.89989 1.63939 1.74099 0.22
H 8.31960 2.05648 1.57085 0.21
H 9.59740 1.16495 -0.34202 0.21
H 8.43796 -0.14002 -2.08690 0.21
H 6.01813 -0.54112 -1.92880 0.21
H 3.90932 2.29372 0.58590 0.21
H 1.48330 1.95629 0.78346 0.21
H -2.89487 2.10827 2.10764 0.22
H -2.71568 2.51015 0.40186 0.22
H -4.32648 2.38273 1.10774 0.25
H -6.42193 -0.82225 1.35400 0.22
H -6.01267 0.88456 1.55482 0.24
H -7.71023 0.25617 -0.31032 0.24
H -6.30973 -0.29292 -1.24628 0.23
H -6.19864 2.86003 -2.42135 0.50
```



[2]
A single C5H7N molecule in a non-equilibrium geometry, computed with ωB97M-V/def2-TZVPD.

Computed properties:
- structure (SMILES) = C=CC#CCN
- E_HOMO (eV) = -8.75
- lowest unoccupied orbital energy (eV) = 0.93
- ΔE to the lowest compared entry with this formula, charge and spin (kcal per mole) = 79.29
- F_max (eV/A) = 3.0

Structure (XYZ):
```
13
Properties=species:S:1:pos:R:3:nbo_charge:R:1
C 2.49534 0.69133 -0.02564 -0.34
C 2.04729 -0.55549 -0.05830 -0.27
C 0.69069 -0.97672 -0.11393 -0.05
C -0.48994 -0.89047 -0.18948 0.03
C -1.87713 -0.64490 0.04097 -0.29
N -2.17629 0.77060 -0.16140 -0.86
H 3.63700 0.90549 0.11061 0.21
H 1.83517 1.56105 -0.16138 0.19
H 2.80663 -1.26343 0.00120 0.21
H -2.45864 -1.28370 -0.70832 0.22
H -2.08762 -0.85698 1.22698 0.20
H -3.02339 1.12675 0.18204 0.37
H -1.39913 1.41648 -0.14333 0.38
```



[3]
2 unconnected molecules or ions with the total composition C4H9NO3 in a non-equilibrium geometry, computed with ωB97M-V/def2-TZVPD.

Computed properties:
- E_HOMO (eV) = -8.80
- lowest unoccupied orbital energy (eV) = 0.57
- ΔE to the lowest compared entry with this formula, charge and spin (kcal per mole) = 75.84
- F_max (eV/A) = 1.2

Structure (XYZ):
```
17
Properties=species:S:1:pos:R:3:nbo_charge:R:1
C 0.06518 0.43485 0.26153 0.10
C 0.68308 0.86174 -1.10328 0.25
C 1.03356 0.17821 1.39620 -0.64
C -0.55582 -0.78482 -0.40318 0.51
N -1.78258 -1.21806 0.00898 -0.79
O -1.01328 1.28869 0.62099 -0.72
O 1.72357 0.28850 -1.51471 -0.68
O 0.28917 -1.75845 -0.77361 -0.69
H -0.65612 2.13284 0.92205 0.48
H 1.10141 -1.28970 -1.13205 0.52
H -2.43444 -0.48708 0.25325 0.41
H -2.16817 -1.99054 -0.51480 0.40
H 0.40618 1.88038 -1.42985 0.17
H -0.53051 0.09978 -1.60951 0.03
H 0.52003 -0.29840 2.23163 0.23
H 1.84813 -0.46216 1.06125 0.24
H 1.47063 1.12420 1.72511 0.21
```



[4]
A gas-phase ion, C4H5N2 (charge +1) in a non-equilibrium geometry, computed with ωB97M-V/def2-TZVPD.

Computed properties:
- 2S+1 = 3
- E_HOMO (spin up / spin down) (eV) = -15.52 / -17.05
- lowest unoccupied orbital energy (spin up / spin down) (eV) = -5.69 / -7.81
- ΔE to the lowest compared entry with this formula, charge and spin (kcal per mole) = 52.29
- F_max (eV/A) = 5.7
- expectation value of S² = 2.07
- net charge = +1

Structure (XYZ):
```
11
Properties=species:S:1:pos:R:3:mulliken_spin:R:1
C 0.29574 0.93001 -0.59294 0.44
C 1.66090 0.71457 -0.37448 0.56
C 1.68547 -0.55657 0.30856 -0.11
C -1.95265 -0.11419 0.00811 -0.01
N 0.60128 -1.13799 0.56891 1.03
N -0.62860 0.16866 -0.34404 0.04
H 2.37499 1.46172 -0.65767 0.02
H 2.66227 -0.82919 0.89318 0.03
H -1.75740 -0.51949 0.96271 0.00
H -2.32170 -0.77394 -0.76511 0.02
H -2.62030 0.65642 -0.00721 -0.01
```



[5]
A single C2H10N2OSi molecule in a non-equilibrium geometry, computed with ωB97M-V/def2-TZVPD.

Computed properties:
- structure (SMILES) = CO[Si](C)(N)N
- E_HOMO (eV) = -8.80
- lowest unoccupied orbital energy (eV) = 0.69
- ΔE to the lowest compared entry with this formula, charge and spin (kcal per mole) = 11.36
- F_max (eV/A) = 4.5

Structure (XYZ):
```
16
Properties=species:S:1:pos:R:3:nbo_charge:R:1
C -2.37104 -0.04075 -0.08525 -0.22
O -1.31778 -0.92785 -0.18106 -0.87
Si 0.68770 -0.22381 -0.05474 2.08
C 0.77333 1.55756 0.55825 -1.15
N 1.10913 -0.39223 -1.71103 -1.32
N 1.46182 -1.31425 1.02620 -1.31
H -2.91070 -0.18812 0.86464 0.15
H -3.07371 -0.22396 -0.91087 0.16
H -2.06543 1.01137 -0.14073 0.14
H 1.05954 1.60800 1.60371 0.24
H 1.50365 2.11583 -0.01840 0.25
H -0.18186 2.06084 0.45182 0.25
H 2.08213 -0.51900 -1.95682 0.40
H 0.52707 -1.01646 -2.24635 0.41
H 1.43398 -2.29494 0.78770 0.40
H 1.28218 -1.21223 2.01292 0.40
```



[6]
A single C4H6N2O molecule in a non-equilibrium geometry, computed with ωB97M-V/def2-TZVPD.

Computed properties:
- structure (SMILES) = [H]/N=c1/occn1C
- E_HOMO (eV) = -8.05
- lowest unoccupied orbital energy (eV) = 0.78
- ΔE to the lowest compared entry with this formula, charge and spin (kcal per mole) = 57.46
- F_max (eV/A) = 4.7

Structure (XYZ):
```
13
Properties=species:S:1:pos:R:3:nbo_charge:R:1
H -1.92523 1.59309 -0.52860 0.36
N -0.97142 1.77585 -0.13375 -0.78
C -0.17811 0.76547 0.04080 0.68
O 1.15554 0.97225 0.23756 -0.46
C 1.79218 -0.30874 -0.09906 0.02
C 0.83074 -1.20862 -0.13747 -0.07
N -0.38528 -0.62308 0.02078 -0.42
C -1.73388 -1.09543 0.11231 -0.38
H 2.79415 -0.35266 -0.17252 0.21
H 1.12919 -2.31618 -0.11752 0.24
H -2.26074 -0.72449 0.91275 0.21
H -2.15000 -0.83955 -0.81533 0.20
H -1.60038 -2.12365 0.11217 0.21
```